ORCA calculation (wB97M-V/def2-TZVPD) on a 3-piece molecular cluster, C21H59N10O3P2S overall.

Structure (XYZ):
```
96
Properties=species:S:1:pos:R:3:forces:R:3
N 3.658 0.331 -3.975 1.86 -0.22 5.46
C 4.103 0.197 -2.656 -1.26 0.89 -4.95
N 3.096 -0.192 -1.577 2.90 1.08 -1.09
N 5.564 0.502 -2.405 -0.94 -1.06 1.33
C 6.391 -0.741 -2.159 0.34 -1.30 -0.71
C 7.866 -0.475 -1.493 -0.04 0.23 0.02
C 8.264 1.146 -1.391 0.83 -1.21 -0.18
C 7.767 1.683 0.073 1.08 -1.35 -0.14
S 7.043 3.406 0.102 -1.55 0.28 0.83
O 5.650 3.263 1.135 1.84 -2.12 -2.53
C 6.332 3.942 -1.543 -1.60 -0.52 -2.23
C 5.420 5.302 -1.363 0.99 0.61 1.20
C 5.058 6.068 -2.767 -0.54 -0.08 0.13
C 4.499 5.097 -3.964 0.39 -0.21 -0.31
N 5.160 5.522 -5.291 -1.15 -1.25 0.36
H 4.450 0.632 -4.606 -0.79 -0.48 1.12
H 3.572 -0.610 -0.738 -0.63 0.84 -1.19
H 2.538 0.652 -1.307 0.52 -1.08 -0.33
H 5.987 1.123 -3.132 -0.93 -1.27 0.54
H 6.521 -1.299 -3.205 -0.11 1.03 2.27
H 5.824 -1.508 -1.467 0.87 1.77 -1.41
H 8.676 -1.072 -2.119 -1.68 1.46 1.39
H 7.869 -0.912 -0.394 0.14 0.88 -2.26
H 9.445 1.174 -1.428 -2.49 0.21 0.18
H 7.883 1.759 -2.311 0.56 -1.17 1.94
H 8.740 1.714 0.764 -2.40 0.25 -1.28
H 7.005 0.935 0.557 1.24 1.59 -1.00
H 5.325 2.318 0.922 0.18 1.92 0.54
H 7.185 4.061 -2.369 -1.46 -0.12 2.25
H 5.613 3.105 -1.964 1.59 1.40 1.11
H 4.494 5.020 -0.698 1.71 0.53 -1.57
H 6.067 6.063 -0.710 -1.44 -1.55 -1.35
H 5.996 6.679 -3.152 -1.96 -1.38 0.80
H 4.188 6.842 -2.506 2.12 -1.60 -0.53
H 3.328 5.184 -4.029 2.45 -0.10 -0.06
H 4.749 3.960 -3.842 -0.58 1.94 0.45
H 6.148 5.182 -5.324 -1.25 0.29 0.11
H 4.633 5.015 -6.058 1.02 0.86 1.12
O 0.107 1.246 0.170 -2.07 0.64 -2.59
P -1.250 1.050 0.889 4.35 -1.35 4.89
N -0.990 2.288 1.998 0.66 1.59 1.66
C -0.186 2.280 3.201 0.30 -0.16 0.08
C -1.114 3.647 1.480 -0.67 -0.05 -0.48
N -0.917 -0.541 1.399 0.62 -2.62 -0.29
C -0.109 -0.874 2.559 -0.35 0.17 0.36
C -0.490 -1.415 0.295 0.14 0.32 -0.27
N -2.810 0.825 1.717 -3.63 0.26 -2.97
C -3.919 1.338 0.914 -0.27 -0.28 0.10
C -3.107 0.965 3.133 0.67 0.64 0.16
H -0.571 3.020 3.912 -0.01 0.14 -0.23
H 0.865 2.510 2.995 0.15 0.06 0.10
H -0.225 1.344 3.744 -0.02 -0.17 -0.19
H -2.064 4.084 1.803 0.02 0.22 0.06
H -1.097 3.664 0.384 0.05 0.01 0.16
H -0.303 4.304 1.816 -0.02 -0.27 0.02
H 0.861 -0.368 2.542 0.27 0.06 0.10
H 0.079 -1.953 2.628 -0.15 0.17 -0.39
H -0.632 -0.641 3.486 0.12 0.17 0.06
H 0.579 -1.280 0.057 -0.18 -0.04 -0.10
H -1.066 -1.203 -0.612 0.13 0.00 0.07
H -0.661 -2.469 0.538 -0.08 0.20 0.20
H -3.993 2.428 0.991 -0.25 0.13 -0.08
H -4.874 0.895 1.217 0.07 0.08 0.11
H -3.774 1.083 -0.141 0.10 0.03 -0.04
H -3.204 2.012 3.436 0.01 0.09 0.11
H -2.365 0.487 3.770 0.12 0.06 -0.19
H -4.055 0.466 3.370 0.06 -0.04 -0.51
O -4.373 -5.169 1.697 -1.13 -0.03 3.35
P -5.711 -4.392 1.641 2.14 0.19 -6.39
N -6.438 -5.462 0.566 -0.80 -1.43 -1.70
C -6.272 -5.567 -0.868 0.35 0.00 -0.24
C -6.855 -6.745 1.123 -0.31 0.18 0.72
N -5.028 -2.973 0.992 1.58 2.24 -0.13
C -4.714 -2.787 -0.413 -0.45 -0.10 -0.16
C -3.879 -2.486 1.772 0.10 -0.35 0.14
N -7.249 -3.498 1.576 -1.88 0.76 4.32
C -8.029 -3.689 2.798 -0.10 0.35 -0.05
C -8.134 -3.310 0.439 0.30 -0.76 -0.34
H -7.171 -6.004 -1.317 0.02 -0.15 0.22
H -5.412 -6.189 -1.138 0.03 -0.07 -0.14
H -6.164 -4.611 -1.365 0.13 0.15 0.17
H -7.941 -6.755 1.263 -0.11 -0.19 -0.06
H -6.394 -6.928 2.101 -0.02 -0.01 -0.18
H -6.584 -7.593 0.485 0.09 0.27 0.01
H -4.107 -3.605 -0.810 0.14 -0.08 -0.20
H -4.167 -1.851 -0.588 0.02 -0.12 0.41
H -5.619 -2.675 -1.010 -0.01 -0.20 -0.10
H -2.954 -3.032 1.520 -0.11 0.11 0.17
H -4.060 -2.607 2.846 0.06 -0.08 -0.08
H -3.710 -1.418 1.600 -0.11 -0.17 -0.17
H -8.547 -4.654 2.792 -0.25 -0.05 0.20
H -8.768 -2.891 2.932 -0.03 -0.10 -0.12
H -7.373 -3.663 3.674 0.07 -0.07 -0.02
H -8.748 -4.195 0.238 -0.07 -0.08 -0.12
H -7.601 -3.045 -0.473 0.15 -0.15 0.11
H -8.819 -2.473 0.627 0.25 -0.06 0.41
```
Forces are in eV/Å.

Output
Charge: +1
Gap between HOMO and LUMO: 4.4 eV
Energy relative to the best compared isomer or geometry (same formula, charge and spin): 958.41 kJ/mol
E_HOMO: -8.46 eV

Mulliken population analysis, charges in e, atoms 1 to 4:
1 N -0.609
2 C 0.074
3 N -0.398
4 N -0.055

=====

ORCA calculation (wB97M-V/def2-TZVPD) on a 10-piece molecular cluster, C21H59N2O11 overall.

Structure (XYZ):
```
93
Properties=species:S:1:pos:R:3:forces:R:3
C 1.728 -0.391 -0.790 0.43 0.53 0.56
C 1.175 -0.129 0.608 -0.54 -0.94 -0.90
O 0.295 -0.939 1.023 0.55 0.81 -0.75
O 1.632 0.853 1.245 -0.05 -0.12 -0.32
H 2.307 -1.327 -0.742 -0.09 0.34 -0.15
H 2.380 0.472 -1.060 -0.37 -0.76 -0.16
H 0.890 -0.549 -1.466 0.21 0.04 -0.12
C 2.984 3.800 -2.198 2.91 0.94 -0.17
O 3.175 5.109 -1.630 0.42 -1.17 0.79
H 3.473 3.084 -1.542 0.13 0.15 0.37
H 3.527 3.705 -3.154 -0.39 0.13 0.08
H 2.006 3.488 -2.278 -2.44 -0.26 -0.37
H 2.850 5.825 -2.153 -0.52 0.21 -0.81
C 4.279 3.324 1.367 -2.00 -1.19 -0.58
O 4.216 2.068 0.792 1.92 -1.63 -2.47
H 3.980 4.007 0.602 0.01 1.14 -0.07
H 5.244 3.421 1.710 2.20 0.97 0.91
H 3.570 3.234 2.142 -0.75 1.23 1.38
H 3.558 1.489 1.116 -1.39 -0.42 0.68
C -1.667 0.930 3.163 2.15 0.60 -0.90
O -1.881 -0.239 3.930 -0.88 0.86 0.27
H -2.423 1.691 3.341 -0.20 -0.34 -0.26
H -1.454 0.655 2.108 -1.13 0.22 0.10
H -0.669 1.395 3.359 -0.70 -0.16 0.72
H -1.063 -0.705 3.843 0.96 -0.95 0.23
C 1.616 -1.318 4.169 4.15 -1.30 7.49
O 2.035 -1.895 5.364 -1.80 2.91 -5.43
N 0.775 -1.854 3.394 -3.70 -2.41 -3.09
N 2.007 -0.137 3.694 0.82 1.52 -0.91
H 0.313 -2.701 3.600 -0.06 -0.88 0.61
H 0.630 -1.490 2.432 -0.13 -0.14 0.70
H 2.828 0.234 4.101 0.61 0.39 0.53
H 1.807 0.197 2.692 0.19 -0.59 2.04
C 0.992 -1.979 -3.803 0.25 -1.45 2.06
C 0.233 -2.147 -5.088 5.46 -4.41 -1.03
C 0.112 -3.629 -5.598 1.81 0.69 0.51
O -0.963 -1.785 -4.945 -8.80 4.70 0.22
H 0.314 -2.108 -2.882 0.74 0.02 -1.56
H 1.424 -0.998 -3.727 0.30 0.51 0.03
H 1.791 -2.748 -3.675 -0.32 0.64 -0.20
H 0.733 -1.615 -5.876 0.64 0.40 -0.59
H -0.667 -3.735 -6.317 -0.37 0.28 -0.93
H -0.097 -4.379 -4.874 -0.34 -0.25 1.29
H 1.081 -3.902 -5.966 0.52 -0.45 -0.78
H -1.213 -1.033 -5.526 0.13 -0.83 0.84
C -2.485 2.383 -1.013 0.22 0.13 -0.38
C -1.401 1.353 -1.272 -7.43 -3.93 0.74
C -1.706 0.220 -2.253 -2.01 -1.07 0.82
O -0.361 1.906 -1.657 7.82 5.44 -3.29
H -3.088 2.036 -0.235 -1.42 -0.75 1.05
H -3.127 2.691 -1.829 0.15 0.04 -0.43
H -2.000 3.222 -0.548 0.32 0.71 -0.19
H -1.254 0.885 -0.340 -0.01 -0.88 1.72
H -2.723 -0.122 -2.140 -0.94 0.09 0.08
H -1.238 -0.732 -1.996 0.84 0.28 -0.25
H -1.634 0.467 -3.298 0.57 0.32 -0.32
H 0.371 1.477 -1.268 1.60 -0.30 0.27
C 0.093 -4.657 1.014 0.19 -0.75 0.63
C 0.243 -4.146 -0.408 4.40 -5.55 1.42
C 0.003 -5.226 -1.405 -0.17 -0.92 -1.71
O -0.508 -3.172 -0.646 -5.76 6.15 -1.83
H 0.718 -5.519 1.266 0.05 -0.03 -0.33
H -0.930 -4.909 1.313 0.00 0.18 -0.29
H 0.468 -3.866 1.632 -0.05 0.50 0.71
H 1.245 -3.725 -0.450 1.37 -0.87 -0.26
H 0.623 -6.091 -1.282 0.43 -0.61 0.62
H 0.214 -4.977 -2.455 -0.07 0.66 0.24
H -1.037 -5.576 -1.421 0.07 0.23 0.37
H -0.317 -2.499 0.006 -0.24 1.13 0.30
C -4.298 -0.189 1.416 -0.22 1.31 -2.32
C -3.980 -1.583 1.829 -0.18 -1.25 -8.66
C -2.636 -2.103 1.367 0.68 -0.03 -2.15
O -3.939 -1.847 3.031 -0.84 -0.44 11.40
H -3.515 0.208 0.669 -1.54 -0.48 0.99
H -4.353 0.479 2.236 0.37 0.69 1.06
H -5.346 -0.155 1.022 0.98 0.15 -0.27
H -4.803 -2.226 1.439 0.45 0.13 -0.64
H -2.350 -1.739 0.393 0.09 -0.16 -0.69
H -2.598 -3.193 1.371 -0.19 0.06 -0.05
H -1.837 -1.767 2.015 -0.06 0.25 0.35
H -3.275 -1.226 3.392 0.02 -0.47 0.95
C -0.533 4.970 2.091 -0.20 -0.83 -0.53
C 0.087 3.701 1.556 -5.51 2.20 -7.01
C 0.839 3.913 0.259 1.16 1.12 -1.42
O 0.872 3.121 2.312 6.45 -4.57 7.18
H 0.164 5.768 2.145 0.82 0.74 0.08
H -0.892 4.737 3.049 -0.38 -0.14 1.68
H -1.401 5.297 1.552 -0.31 0.10 -0.71
H -0.660 2.910 1.326 -1.33 0.88 -0.35
H 0.306 4.450 -0.534 -0.08 -0.30 -0.02
H 1.378 3.026 -0.167 -1.07 0.40 0.58
H 1.700 4.536 0.515 -0.05 0.38 0.09
H 1.039 2.238 1.895 0.49 0.49 0.90
```
Forces are in eV/Å.

Output
Charge: -1
Gap between HOMO and LUMO: 8.4 eV
E_HOMO: -6.11 eV

Mulliken population analysis, charges in e, atoms 1 to 4:
1 C -0.435
2 C 0.327
3 O 0.400
4 O -0.252